No. 1
{"formula": "C18H28N3O8P2Yb", "method": "ωB97M-V with the def2-TZVPD basis set", "multiplicity": 2, "relative_energy_kj_mol": 0.0, "s_squared": 0.777, "e_tot_ha": -3310.0004, "total_charge": 0, "gap_ev": [4.8, 4.7], "lumo_energy_ev": [-1.18, -1.18], "e_homo_ha": [-0.2188, -0.2143], "symbols": ["C", "C", "N", "C", "C", "C", "C", "P", "Yb", "P", "C", "O", "O", "H", "H", "H", "C", "C", "H", "H", "H", "H", "C", "C", "H", "H", "H", "H", "H", "H", "H", "H", "H", "H", "H", "H", "H", "H", "H", "H", "H", "H", "O", "C", "O", "C", "C", "C", "C", "C", "C", "N", "O", "O", "N", "O", "O", "H", "H", "H"], "coordinates": [[-0.77, 0.67, -4.09], [-0.87, 0.22, -2.76], [-0.14, 0.77, -1.76], [0.76, 1.72, -2.11], [0.80, 2.32, -3.37], [0.03, 1.77, -4.39], [-1.84, -0.90, -2.44], [-2.47, -1.14, -0.70], [-0.53, 0.24, 0.70], [2.33, 0.98, 0.24], [1.76, 2.18, -1.09], [-0.56, -3.32, -3.05], [0.10, -2.92, -0.53], [-1.41, 0.22, -4.86], [1.46, 3.18, -3.55], [0.04, 2.21, -5.39], [-3.91, -0.03, -0.88], [-3.31, -2.74, -0.83], [2.68, 2.43, -1.64], [1.42, 3.13, -0.63], [-1.38, -1.89, -2.78], [-2.74, -0.71, -3.04], [2.70, 2.39, 1.43], [4.06, 0.85, -0.33], [0.80, -2.24, -0.34], [0.28, -3.68, -0.02], [-0.15, -3.28, -2.18], [0.03, -3.00, -3.73], [-0.46, 2.18, 1.05], [1.54, -0.48, 0.13], [-4.69, -0.56, -1.44], [-4.24, 0.18, 0.14], [-3.63, 0.90, -1.39], [-4.06, -2.74, -1.64], [-2.59, -3.54, -1.00], [-3.82, -2.89, 0.13], [4.57, 1.83, -0.37], [4.62, 0.23, 0.36], [4.06, 0.41, -1.33], [3.60, 2.97, 1.15], [1.86, 3.10, 1.49], [2.89, 1.97, 2.42], [-1.20, 0.37, 2.88], [-0.50, -0.67, 3.13], [-0.06, -1.44, 2.21], [-0.25, -0.98, 4.61], [0.65, -1.96, 5.08], [0.87, -2.08, 6.50], [0.18, -1.23, 7.39], [-0.71, -0.26, 6.90], [-0.91, -0.13, 5.51], [-1.44, 0.64, 7.79], [-1.30, 0.54, 9.01], [-2.19, 1.50, 7.26], [1.79, -3.05, 7.09], [2.46, -3.81, 6.37], [1.87, -3.09, 8.33], [1.17, -2.59, 4.37], [0.35, -1.31, 8.47], [-1.59, 0.63, 5.13]]}


No. 2
{"formula": "C18H28N4O3", "method": "ωB97M-V with the def2-TZVPD basis set", "multiplicity": 1, "relative_energy_kj_mol": 1150.1, "e_tot_ha": -1147.0657, "total_charge": 0, "gap_ev": 9.7, "smiles": "[H]/N=C(\\C)C[C@@](O)(C#N)[C@](C#N)(CC#C)CCN(CC)C(C)=O.CCO", "lumo_energy_ev": 0.60, "e_homo_ha": -0.3338, "symbols": ["H", "N", "C", "C", "C", "C", "O", "C", "N", "C", "C", "N", "C", "C", "C", "C", "C", "N", "C", "C", "C", "C", "O", "H", "H", "H", "H", "H", "H", "H", "H", "H", "H", "H", "H", "H", "H", "H", "H", "H", "H", "H", "H", "H", "C", "C", "O", "H", "H", "H", "H", "H", "H"], "coordinates": [[-0.65, 3.08, 3.85], [-0.98, 2.97, 2.86], [-1.83, 1.95, 2.86], [-2.19, 1.17, 4.26], [-2.61, 1.41, 1.52], [-1.62, 0.48, 0.59], [-0.46, 1.32, 0.32], [-1.08, -0.69, 1.60], [-0.79, -1.55, 2.43], [-2.35, -0.10, -0.73], [-2.38, 1.06, -1.88], [-2.38, 1.99, -2.66], [-3.94, -0.44, -0.47], [-4.17, -1.55, 0.67], [-4.24, -2.20, 1.82], [-1.71, -1.49, -1.29], [-0.20, -1.33, -1.85], [0.86, -1.50, -0.81], [2.07, -0.66, -1.04], [3.41, -1.45, -1.48], [1.16, -2.91, -0.50], [1.38, -4.12, -1.54], [1.20, -3.23, 0.76], [-1.75, 0.11, 4.25], [-3.36, 1.09, 4.27], [-1.87, 1.80, 5.18], [-3.52, 0.82, 1.92], [-2.89, 2.31, 0.87], [-0.01, 1.05, -0.51], [-4.35, -0.83, -1.49], [-4.51, 0.56, -0.27], [-4.54, -2.72, 2.81], [-2.36, -1.78, -2.21], [-1.80, -2.36, -0.54], [-0.09, -2.13, -2.70], [-0.07, -0.30, -2.40], [2.32, -0.16, -0.01], [1.94, 0.21, -1.78], [3.18, -2.17, -2.36], [3.89, -1.98, -0.58], [4.18, -0.69, -1.91], [1.67, -3.75, -2.61], [0.53, -4.89, -1.57], [2.33, -4.70, -1.17], [4.69, 3.42, -0.90], [3.19, 3.19, -0.95], [2.85, 2.02, -0.21], [5.22, 2.56, -1.32], [4.97, 4.31, -1.46], [5.03, 3.53, 0.13], [2.86, 3.05, -1.98], [2.65, 4.04, -0.52], [3.14, 2.15, 0.70]]}


No. 3
{"formula": "C18H28N4O5PdSSi", "method": "ωB97M-V with the def2-TZVPD basis set", "multiplicity": 1, "relative_energy_kj_mol": 171.4, "e_tot_ha": -2113.5448, "total_charge": -2, "gap_ev": [5.9, 5.9], "lumo_energy_ev": [4.82, 4.82], "e_homo_ha": [-0.0387, -0.0388], "symbols": ["Pd", "C", "N", "C", "C", "C", "C", "C", "C", "C", "C", "H", "H", "H", "H", "H", "H", "H", "H", "H", "H", "H", "H", "C", "N", "C", "C", "O", "N", "C", "N", "H", "H", "H", "H", "H", "H", "H", "C", "Si", "C", "C", "C", "C", "H", "H", "H", "H", "H", "H", "H", "H", "H", "O", "S", "O", "O", "O"], "coordinates": [[0.27, 0.25, -0.41], [4.35, 0.44, 1.44], [3.47, -0.19, 0.49], [4.14, -0.61, -0.72], [2.66, -1.23, 1.08], [1.54, -0.76, 1.98], [1.06, -1.66, 2.92], [-0.06, -1.42, 3.69], [-0.75, -0.22, 3.54], [-0.29, 0.71, 2.63], [0.86, 0.48, 1.84], [5.14, -0.25, 1.80], [3.78, 0.78, 2.31], [4.83, 1.31, 0.98], [4.94, -1.35, -0.52], [4.60, 0.25, -1.20], [3.41, -1.06, -1.40], [3.29, -1.93, 1.67], [2.22, -1.82, 0.27], [1.57, -2.62, 3.00], [-0.42, -2.17, 4.38], [-1.67, -0.04, 4.07], [-0.82, 1.64, 2.49], [-5.45, -1.93, -1.31], [-5.00, -2.09, 0.05], [-5.73, -1.41, 1.09], [-4.64, -1.14, 2.12], [-4.89, -0.70, 3.24], [-3.42, -1.46, 1.61], [-3.64, -1.95, 0.38], [-2.72, -2.31, -0.48], [-6.50, -2.23, -1.38], [-4.90, -2.57, -1.99], [-5.36, -0.89, -1.66], [-6.53, -2.02, 1.52], [-6.15, -0.46, 0.74], [-1.62, -2.25, -0.48], [-3.04, -2.73, -1.34], [-0.40, 3.50, -2.16], [1.35, 3.13, -1.59], [2.20, 2.01, -2.81], [2.27, 4.78, -1.60], [1.37, 2.44, 0.08], [1.21, 1.51, 0.89], [-0.42, 3.88, -3.19], [-0.88, 4.24, -1.51], [-0.98, 2.57, -2.12], [2.23, 2.46, -3.81], [1.66, 1.05, -2.86], [3.22, 1.80, -2.49], [2.27, 5.23, -2.60], [3.31, 4.64, -1.29], [1.81, 5.49, -0.91], [-0.22, -2.62, -0.75], [0.27, -2.25, -2.13], [-0.41, -3.06, -3.14], [-0.10, -0.80, -2.33], [1.74, -2.39, -2.14]]}


No. 4
{"formula": "C18H28NO5P2Zr", "method": "ωB97M-V with the def2-TZVPD basis set", "multiplicity": 1, "relative_energy_kj_mol": 207.3, "e_tot_ha": -1862.3806, "total_charge": 3, "gap_ev": [3.4, 3.4], "lumo_energy_ev": [-13.39, -13.39], "e_homo_ha": [-0.6160, -0.6160], "symbols": ["Zr", "P", "C", "C", "N", "C", "C", "C", "C", "C", "P", "H", "H", "H", "H", "H", "H", "H", "H", "O", "H", "H", "O", "H", "C", "H", "H", "H", "C", "H", "H", "H", "C", "H", "H", "H", "C", "H", "H", "H", "O", "C", "C", "C", "C", "C", "C", "C", "O", "O", "H", "H", "H", "H", "H"], "coordinates": [[0.08, -0.83, 0.08], [-2.39, 0.00, -0.67], [-2.31, 0.59, -2.45], [-0.80, 0.79, -2.74], [0.26, 0.47, -1.92], [1.50, 0.94, -2.32], [1.67, 1.60, -3.54], [0.59, 1.88, -4.36], [-0.65, 1.48, -3.92], [2.79, 0.55, -1.64], [2.81, -1.04, -0.63], [-1.56, 1.67, -4.49], [2.64, 1.99, -3.85], [0.68, 2.37, -5.34], [3.54, 0.46, -2.44], [3.15, 1.43, -1.08], [-2.82, 0.13, -3.30], [-2.79, 1.59, -2.46], [-1.44, -4.43, -4.61], [-2.29, -4.44, -5.01], [-2.30, -3.55, -5.44], [-1.13, -2.49, 1.68], [-0.58, -2.75, 0.02], [-0.62, -3.71, -0.36], [3.62, -2.18, -1.82], [4.50, -1.70, -2.21], [3.86, -3.02, -1.17], [2.97, -2.46, -2.68], [4.21, -0.86, 0.60], [4.14, -1.77, 1.22], [5.22, -0.84, 0.14], [4.11, 0.01, 1.27], [-3.42, 1.28, 0.14], [-4.43, 1.37, -0.30], [-3.55, 1.07, 1.21], [-2.97, 2.28, 0.08], [-3.62, -1.31, -0.74], [-3.74, -1.68, 0.28], [-4.60, -0.97, -1.13], [-3.26, -2.16, -1.33], [-0.52, 3.12, 3.14], [-0.34, 2.24, 4.14], [-0.44, 2.59, 5.49], [-0.18, 1.62, 6.46], [0.18, 0.29, 6.18], [0.20, -0.12, 4.85], [-0.03, 0.87, 3.87], [0.10, 0.50, 2.49], [0.37, -0.73, 2.15], [-0.07, 1.24, 1.44], [-0.35, 2.62, 2.28], [-0.63, 3.64, 5.71], [-0.22, 1.96, 7.49], [0.38, -0.43, 6.98], [0.45, -1.15, 4.55]]}